Entry 1:
C32H76B3ClF2O18 | ωB97M-V/def2-TZVPD

Positions of all 132 atoms, in Å:
O  0.82  1.42  -8.67
C  1.39  0.67  -7.97
Cl  0.64  -0.91  -7.56
C  2.74  0.84  -7.31
B  3.03  2.34  -6.89
O  2.79  3.43  -7.71
B  2.13  4.46  -7.08
F  1.30  5.22  -7.76
O  2.31  4.68  -5.74
B  2.63  3.56  -4.97
C  2.01  3.28  -3.56
C  0.62  3.87  -3.40
F  0.68  5.26  -3.37
O  3.45  2.61  -5.60
H  2.77  0.23  -6.41
H  3.48  0.45  -8.01
H  2.66  3.63  -2.75
H  1.93  2.19  -3.47
H  0.14  3.54  -2.48
H  -0.03  3.60  -4.24
C  3.57  1.61  0.10
O  4.18  2.71  -0.55
C  4.76  3.65  0.34
C  6.25  3.49  0.44
O  6.61  2.25  1.03
C  7.00  1.27  0.09
H  3.38  0.84  -0.65
H  4.22  1.20  0.88
H  2.62  1.91  0.55
H  4.30  3.57  1.33
H  4.53  4.65  -0.05
H  6.65  4.28  1.09
H  6.71  3.60  -0.55
H  8.00  1.48  -0.32
H  6.29  1.19  -0.74
H  7.04  0.32  0.62
C  -0.46  3.26  5.74
O  0.06  1.96  5.55
C  -0.14  1.45  4.24
C  1.11  1.55  3.39
O  1.46  2.91  3.15
C  2.51  3.38  3.97
H  -0.06  3.63  6.69
H  -0.16  3.93  4.94
H  -1.55  3.23  5.81
H  -0.97  1.96  3.75
H  -0.40  0.39  4.34
H  0.92  1.08  2.42
H  1.94  1.02  3.87
H  3.47  2.97  3.64
H  2.35  3.10  5.02
H  2.53  4.46  3.89
C  -1.01  10.92  -6.19
O  0.15  10.11  -6.21
C  0.26  9.25  -5.09
C  -0.18  7.84  -5.40
O  -1.56  7.77  -5.71
C  -1.84  7.69  -7.09
H  -1.12  11.37  -7.18
H  -1.91  10.34  -5.97
H  -0.92  11.73  -5.45
H  -0.32  9.64  -4.25
H  1.32  9.23  -4.80
H  0.00  7.21  -4.53
H  0.41  7.44  -6.23
H  -1.59  6.70  -7.49
H  -1.28  8.45  -7.65
H  -2.90  7.87  -7.22
C  1.59  -4.59  0.22
O  2.56  -4.53  -0.81
C  2.30  -3.55  -1.79
C  3.13  -2.30  -1.57
O  2.79  -1.63  -0.37
C  3.69  -1.88  0.70
H  2.00  -5.21  1.02
H  1.37  -3.60  0.62
H  0.67  -5.05  -0.14
H  1.23  -3.29  -1.80
H  2.55  -3.98  -2.76
H  2.94  -1.61  -2.40
H  4.19  -2.56  -1.58
H  4.63  -1.34  0.54
H  3.90  -2.95  0.80
H  3.22  -1.52  1.61
C  -0.19  -8.24  -5.85
O  1.19  -8.52  -6.02
C  1.93  -7.45  -6.58
C  2.69  -6.68  -5.52
O  1.83  -6.02  -4.61
C  1.67  -6.70  -3.38
H  -0.61  -9.02  -5.22
H  -0.34  -7.27  -5.36
H  -0.71  -8.23  -6.81
H  1.27  -6.77  -7.13
H  2.64  -7.88  -7.29
H  3.30  -5.91  -6.02
H  3.37  -7.35  -4.98
H  2.56  -6.58  -2.76
H  1.45  -7.76  -3.53
H  0.83  -6.23  -2.87
C  -4.15  -3.56  6.91
O  -3.18  -3.59  5.88
C  -3.41  -2.65  4.85
C  -2.55  -1.41  5.00
O  -2.88  -0.67  6.16
C  -1.98  -0.85  7.24
H  -3.76  -4.14  7.75
H  -4.35  -2.54  7.25
H  -5.09  -4.01  6.58
H  -4.47  -2.37  4.82
H  -3.16  -3.14  3.90
H  -2.72  -0.76  4.14
H  -1.49  -1.69  5.01
H  -1.04  -0.33  7.05
H  -1.79  -1.91  7.41
H  -2.45  -0.42  8.12
C  -7.68  -4.58  9.80
O  -7.35  -4.62  8.42
C  -7.88  -5.74  7.74
C  -9.13  -5.40  6.96
O  -10.20  -5.03  7.80
C  -10.40  -3.63  7.89
H  -7.43  -3.59  10.17
H  -8.74  -4.77  9.97
H  -7.09  -5.32  10.36
H  -8.09  -6.55  8.44
H  -7.11  -6.09  7.04
H  -9.44  -6.28  6.39
H  -8.91  -4.60  6.24
H  -10.85  -3.24  6.97
H  -9.46  -3.10  8.08
H  -11.08  -3.45  8.72

Results
Multiplicity: 1
SMILES: O=C(Cl)CB1OB(F)OB(CCF)O1.COCCOC.COCCOC.COCCOC.COCCOC.COCCOC.COCCOC.COCCOC
HOMO level in hartree: -0.3271
LUMO in eV: 0.10
Orbital gap in hartree: 0.3306

Löwdin population analysis, charges in e, atoms 1 to 5: O 0.097; C -0.788; Cl 0.638; C -0.030; B -0.492

***

Entry 2:
C14H26N6NiO6 | ωB97M-V/def2-TZVPD

Positions of all 53 atoms, in Å:
O  4.06  -1.18  0.05
H  4.80  -1.80  -0.07
Ni  0.74  -0.48  0.55
N  0.73  -1.23  -1.30
N  1.33  1.08  -0.76
N  -0.71  -1.36  1.33
N  0.05  0.88  1.77
O  0.31  -2.43  -1.49
O  -0.92  -2.66  0.98
O  0.32  2.19  1.76
O  1.17  2.37  -0.59
C  1.80  0.70  -1.97
C  1.54  -0.67  -2.24
C  -1.26  -0.91  2.46
C  -0.92  0.47  2.62
C  2.19  -1.47  -3.32
H  3.12  -1.92  -2.91
H  2.42  -0.83  -4.19
H  1.52  -2.28  -3.61
C  2.37  1.68  -2.93
H  3.25  2.15  -2.48
H  1.66  2.47  -3.23
H  2.69  1.17  -3.84
C  -2.01  -1.72  3.45
C  -1.58  1.42  3.57
H  -1.62  -2.76  3.38
H  -3.09  -1.68  3.19
H  -1.83  -1.30  4.47
H  -1.52  2.48  3.31
H  -1.12  1.37  4.57
H  -2.64  1.20  3.76
H  -0.47  -2.62  0.07
H  0.70  2.37  0.72
C  4.07  0.47  1.09
H  4.60  0.56  0.16
H  3.95  -0.33  1.80
H  3.22  1.22  1.40
O  1.98  -1.81  1.05
H  3.07  -1.71  0.49
H  1.41  -2.26  1.68
N  -1.79  2.59  -0.90
C  -2.48  1.44  -1.04
C  -3.89  1.43  -1.15
C  -4.53  0.21  -1.21
C  -3.76  -0.96  -1.19
C  -2.35  -0.83  -1.20
N  -1.70  0.34  -1.03
H  -0.76  2.59  -0.95
H  -2.29  3.48  -1.03
H  -4.39  2.39  -1.19
H  -5.59  0.14  -1.28
H  -4.16  -1.98  -1.18
H  -1.71  -1.70  -1.39

Results
Multiplicity: 3
<S²>: 2.20
ΔE to the lowest compared entry with this formula, charge and spin in kcal per mole: 101.7
HOMO level (alpha / beta) in hartree: -0.2417 / -0.2280
LUMO (alpha / beta) in eV: -1.75 / -2.09
Orbital gap (alpha / beta) in hartree: 0.1772 / 0.1513

Löwdin population analysis, charges in e, atoms 1 to 5: O -0.202; H 0.095; Ni 0.576; N -0.158; N -0.127

***

Which of these has the lowest multiplicity?
C32H76B3ClF2O18

***

multiplicity of number 2 (C14H26N6NiO6)?
3

***

Look up the multiplicity of the first one.
1

***

What is the multiplicity in the second record?
3